The following is a quantum chemistry calculation of a 9-piece molecular cluster, C36H72O18S9 overall, from the Open Molecules 2025 dataset.

Structure (XYZ):
```
135
C36H72O18S9 | the Open Molecules 2025 dataset | wB97M-V/def2-TZVPD
S -3.2687 2.6599 5.0155
S -3.4251 6.5616 -2.1340
S 3.7955 -0.0257 -6.5460
S 7.1844 -1.1418 1.1846
S -4.4018 -2.3261 2.9412
S 2.7849 -3.6075 -1.8906
S 3.3106 0.9261 3.3298
S -0.1108 0.1415 -2.0314
S -6.8484 -0.6062 -2.2473
O -4.0425 7.7064 -1.4531
O 2.6383 0.3178 -7.4356
O 8.3868 -1.9352 0.9600
O 6.8169 -0.8165 2.5210
O 4.1915 -3.8193 -1.9966
O 2.2571 -2.3007 -1.3888
O 4.2663 1.2781 2.2842
O -7.2154 -1.7462 -1.3873
O -4.2614 -1.3998 1.8313
O -7.5415 -0.4576 -3.5177
O 1.9661 0.4933 2.9998
O 0.6824 -0.3918 -3.1454
O 4.5783 -1.2840 -6.7303
O -0.8912 1.3605 -2.1911
O -3.9612 -1.9175 4.2899
O -3.1626 6.5138 -3.5765
O -4.3363 3.1419 4.1324
O -3.2666 2.8741 6.4847
C -2.8848 0.9442 4.6504
C 5.7684 -1.8431 0.2461
C 4.0140 0.1187 5.8993
C 5.3669 1.3616 -4.8890
C -4.0163 4.9029 -1.5978
C 1.1670 -5.3446 -3.1880
C -1.5581 4.9222 -1.1312
C -6.8791 1.0036 -1.4206
C 6.4427 0.1165 -1.1893
C -5.0480 -0.5840 -2.4523
C 4.1217 -0.3034 4.4254
C -5.4028 1.2185 -0.9183
C 3.3126 2.1034 4.6820
C -1.6634 3.2788 4.4959
C -4.5750 0.7653 -2.1026
C 3.9909 1.3281 -4.1830
C -1.8074 6.4141 -1.3286
C -6.2167 -2.8182 2.9574
C 0.7545 -5.3612 -1.6784
C 5.0430 1.3042 -6.4199
C 3.2503 0.1199 -4.7852
C -1.0690 2.2214 3.6306
C 2.0055 -4.1382 -3.5269
C -1.2981 -1.0478 0.0855
C -1.3836 0.8241 4.3352
C 0.7961 0.2089 -0.4459
C -2.9214 4.3299 -0.6702
C -6.2385 -3.8057 1.6595
C -4.9292 -4.6630 1.6343
C 7.2536 0.4078 0.0931
C -1.2096 -1.2756 -1.4254
C 2.0707 -4.9894 -0.8865
C 3.0867 1.2559 5.9670
C -3.7224 -3.9791 2.3543
C 5.2319 -0.7754 -0.7542
C 0.1522 -0.8756 0.4950
H 0.7137 1.1812 0.0399
H -1.5613 -1.9342 0.6627
H 2.7812 -4.2612 -4.2828
H -4.7118 -4.8198 0.5778
H 5.8168 1.1882 -7.1787
H 5.9549 2.2606 -4.7043
H 4.1374 1.3759 -3.1040
H -1.5053 2.3416 2.6390
H 4.3973 2.1382 -6.6947
H 0.2241 -5.3798 -3.7337
H -1.1218 -0.0541 3.7451
H 1.4031 -3.2848 -3.8379
H 4.5175 -0.0976 -0.2870
H -5.0578 4.9459 -1.2792
H 1.8684 0.1399 -0.6288
H -4.1389 4.3490 -2.5286
H 2.7366 -5.8446 -1.0021
H 6.2099 -2.7269 -0.2144
H -1.8355 -0.1242 0.3007
H 3.6123 -0.6686 6.5371
H -3.5706 -4.5486 3.2712
H -1.8368 6.9413 -0.3750
H -1.9674 4.2500 4.1054
H -2.8254 -3.8794 1.7431
H 1.6481 -6.2807 -3.4715
H 3.4050 -0.8780 -4.3748
H -6.5571 -3.4344 3.7896
H -5.1360 0.7248 0.0162
H 5.1287 -2.2450 1.0319
H -3.4171 0.6929 3.7330
H -5.0871 -5.6850 1.9787
H 6.0333 0.6000 -4.4839
H -6.8193 -1.9104 2.9279
H -3.0003 4.6130 0.3794
H 2.0717 -4.6320 0.1433
H -0.5906 -2.1493 -1.6291
H -6.4710 -3.2070 0.7788
H 6.7127 1.1860 0.6315
H 5.1516 -0.1780 4.0912
H -4.7258 -1.2495 -1.6515
H 6.1577 1.0291 -1.7127
H -4.8365 -1.2155 -3.3151
H 0.6736 -1.8316 0.5414
H -2.8988 3.2428 -0.5937
H 3.2484 1.9164 6.8188
H -0.7658 4.8149 -0.3904
H -3.3082 0.2822 5.4058
H 0.0611 -4.5526 -1.4470
H 2.1740 0.2914 -4.7992
H 6.9122 -0.5303 -1.9305
H -5.1245 2.2639 -0.7855
H 2.0436 0.9860 6.1318
H -1.1591 3.5969 5.4084
H -0.6959 0.7801 5.1798
H -1.1161 6.8835 -2.0284
H -7.0413 -4.5249 1.8217
H 8.2591 0.8284 0.0808
H 2.5349 2.8423 4.4885
H 4.6528 -1.2111 -1.5685
H 4.3345 2.4642 4.5654
H 0.2885 -0.5104 1.5129
H -7.1688 1.6742 -2.2296
H -7.6811 0.8580 -0.6969
H 3.3817 2.2015 -4.4160
H 0.2104 -6.2767 -1.4464
H -2.1210 -1.3050 -2.0225
H -1.2691 4.3218 -1.9938
H 3.7611 -1.2881 4.1280
H -4.7220 1.3579 -3.0055
H 5.0086 0.3899 6.2531
H -0.0158 2.4066 3.4194
H -3.4961 0.8137 -1.9555
```

Values from the calculation:
energy	-172865.273	eV
frontier orbital gap	9.7245	eV
SMILES	O=S1(=O)CCCC1.O=S1(=O)CCCC1.O=S1(=O)CCCC1.O=S1(=O)CCCC1.O=S1(=O)CCCC1.O=S1(=O)CCCC1.O=S1(=O)CCCC1.O=S1(=O)CCCC1.O=S1(=O)CCCC1

Results of the Mulliken charge analysis, in e, for atoms 1 through 8:
1 S 1.129
2 S 1.087
3 S 1.091
4 S 1.027
5 S 1.024
6 S 0.942
7 S 0.899
8 S 0.881

The following is a quantum chemistry calculation of a 4-piece molecular cluster, C36H73BI2NO3 overall, from the Open Molecules 2025 dataset.

Structure (XYZ):
```
116
C36H73BI2NO3 | the Open Molecules 2025 dataset | wB97M-V/def2-TZVPD
I 2.6212 2.5769 1.3421
I 4.0842 -0.7793 4.7644
O 7.0395 -1.8652 -1.5279
O 5.6781 -3.8440 1.0196
O 5.1305 -4.3393 -1.1513
N -3.5697 -2.2638 -0.2876
C 3.1360 0.5101 1.9765
C 10.4136 2.0802 -0.6563
C -6.4282 1.5560 5.1995
C 2.6316 0.3036 3.4833
C -1.3173 -1.4513 0.4837
C -5.6559 -0.9518 0.0363
C -7.9370 3.5764 5.5726
C -6.4663 1.5633 3.6687
C 12.9868 3.6020 -1.5900
C -7.6778 2.1091 5.8871
C -7.8147 -0.6824 -4.2486
C 0.2615 -1.8352 0.6888
C -5.7275 -1.9216 -1.1845
C 8.1479 -1.2761 -0.8094
C 9.3343 2.6701 -1.5542
C -7.6224 -0.6882 3.3608
C -8.4720 -0.7171 -5.6293
C -9.8986 -0.1631 -5.6874
C 5.2001 -0.5087 -0.3602
C 1.1747 -0.3166 3.6852
C 3.2840 -3.2793 0.3674
C 1.1506 -0.5422 0.3377
C 14.0970 2.8456 -0.8728
C 11.9327 4.1716 -0.6391
C -10.9017 -0.8416 -4.7530
C 11.1530 3.1323 0.1717
C -4.2254 -1.2809 0.5340
C -7.6345 0.8008 3.0420
C 3.6140 -0.3635 -0.5268
C 3.1475 -2.1103 1.4636
C 4.7785 -3.8086 0.1442
C -2.1518 -2.7196 -0.0309
C -7.6393 0.7268 -3.6998
C -4.4193 -2.7464 -1.3568
C 5.9759 -0.8959 -1.7475
C -11.1102 -2.3175 -5.0649
B 2.7388 -0.6348 0.8725
H -11.8610 -2.7422 -4.3926
H 8.8152 1.8731 -2.0933
H -1.7237 -3.0211 -1.0639
H -6.8268 -1.1493 -4.3247
H 9.1007 -1.8576 -1.0689
H -3.7950 -0.7343 1.4402
H -8.8181 3.9285 6.1168
H 2.5978 1.3585 3.9609
H -10.1889 -2.8915 -4.9341
H 14.6069 3.4900 -0.1519
H -7.0871 4.1961 5.8697
H 8.5933 3.2176 -0.9656
H 3.2954 -1.0788 -1.3803
H 5.2311 -1.1919 -2.5590
H 11.1191 1.5003 -1.2600
H 0.7995 0.0525 4.7195
H 5.6044 0.5477 -0.0957
H 12.5204 2.9520 -2.3352
H -7.1331 0.6934 -2.7311
H 6.5028 0.0645 -2.1366
H 10.4294 3.6600 0.8037
H -8.6009 1.2254 -3.5529
H -2.1018 -3.6378 0.6445
H -6.6842 -1.9348 -1.8168
H 1.1489 -1.4678 3.7626
H 14.8394 2.4925 -1.5942
H 3.4201 0.6999 -0.9520
H 6.1209 -4.3350 -1.2017
H -8.4557 -1.1874 2.8588
H -5.5257 1.1395 3.2983
H 8.3424 -0.1763 -1.0528
H 2.4607 -2.4928 2.3113
H -9.8824 0.9095 -5.4644
H 4.1926 -2.0192 1.9598
H 7.9765 -1.4081 0.3149
H 2.7005 -4.1886 0.7924
H -7.5492 2.0063 6.9701
H -11.8651 -0.3292 -4.8510
H 9.9419 1.3692 0.0307
H 0.5911 0.3647 0.7572
H 0.5290 -2.6883 -0.0488
H 11.8348 2.6219 0.8597
H 0.3846 0.0770 2.9366
H 13.7115 1.9709 -0.3422
H -6.6940 -1.1530 3.0182
H 13.4377 4.4335 -2.1427
H -10.2604 -0.2470 -6.7191
H -8.3850 -1.2871 -3.5360
H -6.4898 2.5977 3.3106
H -8.4678 -1.7494 -5.9942
H -6.2564 0.5340 5.5549
H 0.3452 -2.2066 1.7632
H 4.2945 0.5384 2.0407
H -7.8523 -0.1484 -6.3323
H -5.5567 2.1351 5.5264
H -7.0341 1.3365 -4.3762
H 9.7559 3.3511 -2.2980
H -11.4601 -2.4547 -6.0913
H -1.3825 -0.6478 -0.3303
H -4.2131 -3.5233 -2.1638
H -8.5566 1.5149 5.6219
H -7.7251 -0.8716 4.4334
H 11.2317 4.7822 -1.2188
H -6.3883 -0.2058 0.4738
H -10.5941 -0.7255 -3.7103
H 2.7511 -3.0477 -0.6331
H 12.4200 4.8612 0.0603
H -8.5894 1.2367 3.3531
H -7.5824 0.9228 1.9545
H 1.1157 -0.4279 -0.8173
H -8.1236 3.7337 4.5069
H 5.5590 -1.1951 0.4767
H -1.6539 -1.0464 1.5069
```

Values from the calculation:
energy	-63023.806	eV
frontier orbital gap	7.8727	eV
charge	-1

Results of the Mulliken charge analysis, in e, for atoms 1 through 8:
1 I -0.096
2 I -0.049
3 O -0.374
4 O -0.641
5 O -0.527
6 N 0.334
7 C -0.549
8 C -0.191

Q: The lowest energy belongs to which entry?
A: C36H72O18S9